{"formula": "C4H7N2O3", "method": "ωB97M-V/def2-TZVPD", "total_energy_ev": -13372.8729, "relative_energy_kj_mol": 440.2, "homo_energy_ev": -14.7, "spin_multiplicity": 1, "homo_lumo_gap_ev": 9.8, "total_charge": 1, "elements": ["C", "C", "C", "C", "N", "N", "O", "O", "O", "H", "H", "H", "H", "H", "H", "H"], "coordinates": [[-0.21, 0.91, -0.72], [1.19, 0.32, 1.14], [-1.07, 0.85, 0.58], [-0.10, 0.26, 1.68], [-0.27, -1.45, -0.54], [0.48, -0.30, -0.85], [-0.10, 1.81, -1.49], [2.21, 0.66, 0.81], [1.24, -0.58, -1.88], [-1.50, 1.84, 0.71], [-1.79, 0.02, 0.53], [-0.40, -0.80, 1.76], [-0.03, 0.79, 2.62], [-0.78, -1.81, -1.42], [0.35, -2.28, -0.27], [0.78, -0.23, -2.67]]}